Molecular formula: C40H70N10
Method: DFT, the ωB97M-V functional and the def2-TZVPD basis

The geometry in ORCA input format:
```
! wB97M-V def2-TZVPD RIJCOSX def2/J DEFGRID3
* xyz 0 1
C 0.28044 -5.82326 -7.05189
C -0.64350 -4.83271 -7.76388
C -0.30059 -3.39811 -7.35798
C 1.14108 -3.14624 -7.54359
N 2.31290 -2.98312 -7.67667
H 1.34213 -5.65151 -7.22915
H -0.02739 -6.83304 -7.32333
H -0.01121 -5.89754 -6.00425
H -1.71064 -5.03141 -7.66471
H -0.51658 -4.80842 -8.84619
H -0.42770 -3.37758 -6.27561
H -0.78008 -2.56808 -7.87687
C -4.88113 -4.30529 -1.39162
C -5.01156 -3.13131 -0.41098
C -6.06697 -2.14822 -0.91313
C -7.50001 -2.48095 -0.64494
N -8.62921 -2.73772 -0.46553
H -4.39931 -5.08012 -0.79530
H -4.01833 -4.10183 -2.02587
H -5.73284 -4.74979 -1.90650
H -4.03199 -2.65428 -0.37957
H -5.29060 -3.47214 0.58605
H -6.01192 -1.90518 -1.97427
H -6.02445 -1.25381 -0.29158
C -1.10375 4.79280 6.27460
C -1.86270 3.80886 5.49180
C -2.85725 4.58426 4.59706
C -3.59218 3.94463 3.53483
N -4.23446 3.41961 2.72226
H -0.33203 5.38580 5.78377
H -0.51173 4.32366 7.06043
H -1.71950 5.54453 6.76840
H -2.32610 2.97680 6.02193
H -1.22575 3.28568 4.77857
H -2.20259 5.33209 4.14956
H -3.62525 5.13850 5.13659
C 6.14913 -7.46508 1.29888
C 5.23260 -6.58313 2.15955
C 5.48369 -6.43840 3.69977
C 5.27569 -7.67705 4.52109
N 5.13363 -8.63778 5.13853
H 6.16518 -7.17968 0.24703
H 6.01810 -8.53484 1.46186
H 7.12357 -7.21868 1.72058
H 4.19808 -6.87971 1.98658
H 5.33406 -5.52377 1.92389
H 4.95256 -5.63991 4.21785
H 6.52848 -6.15997 3.83749
C -2.97935 2.75191 -4.67956
C -3.78752 4.01782 -5.05620
C -4.19233 4.15861 -6.50390
C -3.29750 3.55124 -7.53367
N -2.52740 3.02373 -8.27151
H -3.54696 1.87165 -4.98133
H -2.80828 2.54733 -3.62268
H -2.09440 2.68544 -5.31245
H -3.05353 4.79905 -4.85857
H -4.67582 4.24228 -4.46573
H -4.20411 5.23425 -6.67981
H -5.07807 3.55979 -6.71599
C 1.80615 -1.98597 -0.86267
C 1.43470 -0.49768 -0.72161
C 1.54224 -0.03087 0.74767
C 1.25858 1.43018 0.81672
N 0.97979 2.52258 0.81303
H 1.18867 -2.57536 -0.18487
H 2.85467 -2.20199 -0.65752
H 1.63146 -2.24514 -1.90690
H 0.40555 -0.21022 -0.93677
H 2.06884 0.02050 -1.44095
H 2.50723 -0.13007 1.24470
H 0.81116 -0.62297 1.29818
C 7.88562 -3.01980 8.65008
C 8.14165 -1.46506 8.56115
C 6.90190 -0.63166 8.44553
C 5.92236 -0.98201 7.37960
N 5.10825 -1.21574 6.57825
H 8.75793 -3.52538 9.06430
H 7.50805 -3.39717 7.69975
H 7.05819 -3.38182 9.26031
H 8.67876 -1.34885 7.61981
H 8.70599 -1.01259 9.37656
H 7.06994 0.44224 8.36424
H 6.24312 -0.79497 9.29841
C -3.71048 -1.99005 5.58421
C -3.86103 -2.05950 7.08293
C -3.59223 -3.44547 7.59264
C -2.30609 -3.95605 7.08992
N -1.37095 -4.47087 6.71103
H -4.46408 -2.44812 4.94361
H -2.74763 -2.25806 5.14925
H -3.68041 -0.91113 5.43209
H -4.81328 -1.69416 7.46745
H -3.08846 -1.49283 7.60266
H -4.52836 -3.90417 7.27426
H -3.68014 -3.47329 8.67874
C 3.83479 2.24982 -10.57974
C 4.06769 2.87612 -9.13566
C 2.74494 2.97450 -8.34951
C 2.85041 3.27448 -6.85367
N 2.96625 3.43178 -5.73011
H 3.61452 1.18401 -10.51952
H 4.80584 2.39964 -11.05168
H 2.99327 2.62464 -11.16237
H 4.48831 3.87108 -9.28144
H 4.80903 2.38694 -8.50382
H 2.18852 2.03928 -8.41166
H 2.10164 3.74963 -8.76596
C -1.85487 8.69894 0.37251
C -3.24938 8.23211 -0.25760
C -4.29755 9.30587 -0.13264
C -4.39020 9.86863 1.17803
N -4.48386 10.37701 2.21881
H -1.40467 9.37306 -0.35617
H -1.35526 7.73269 0.44226
H -1.87422 9.11071 1.38155
H -3.47804 7.33680 0.32053
H -3.14945 7.94872 -1.30537
H -5.31505 9.10431 -0.46754
H -4.05705 10.14209 -0.78913
*
```

Results
Energy relative to the best compared isomer or geometry (same formula, charge and spin): 134.0 kcal/mol
Frontier orbital gap: 11.26 eV
SMILES: CCCC#N.CCCC#N.CCCC#N.CCCC#N.CCCC#N.CCCC#N.CCCC#N.CCCC#N.CCCC#N.CCCC#N
E_LUMO: -0.009 eV

Results of the Löwdin charge analysis, in e, for atoms 1 through 5: number 1, C, carries -0.10; number 2, C, carries -0.26; number 3, C, carries -0.20; number 4, C, carries -0.23; number 5, N, carries 0.13


Molecular formula: C40H71BrCl12IN3O4P
Method: DFT, the ωB97M-V functional and the def2-TZVPD basis

The geometry in ORCA input format:
```
! wB97M-V def2-TZVPD RIJCOSX def2/J DEFGRID3
* xyz 1 1
C -0.20029 -4.66095 2.36818
C 0.29550 -3.26734 1.91881
C -0.66540 -2.04538 1.84566
Br -2.23089 -2.61785 2.98148
C -1.07050 -1.44350 0.42655
C -1.65441 -2.62096 -0.40815
P -0.91033 -4.02471 -1.28057
O -0.12911 -5.03522 -0.55568
O -2.26754 -4.85288 -1.73956
O -0.28610 -3.77051 -2.72949
C -2.35412 -0.53790 0.87386
C -3.75947 -1.10143 0.57711
C -4.97191 -0.37424 1.20822
C -5.63641 0.68982 0.27050
I -4.71748 0.46098 3.17282
C -2.45027 0.90137 0.26258
C -1.06861 1.51608 0.56159
C -1.24946 3.04022 0.61329
C -1.71395 3.38611 2.05195
O -2.84741 3.78832 2.21257
N -0.73275 3.22369 3.05753
C -1.35317 3.03633 4.38415
C 0.20478 4.37779 3.04063
N -0.24451 0.87700 -0.50083
C 0.82209 1.81288 -0.95014
C 0.15186 -0.57871 -0.23682
C 1.38854 -0.57275 0.69762
C 2.74208 0.10129 0.44086
C 3.07251 1.39466 1.25649
N 3.67992 -0.34553 -0.28087
C 0.46148 -1.04027 -1.71166
C 1.77203 -1.72865 -2.00130
C 2.27380 -2.87714 -1.43621
C 3.49120 -3.42275 -1.77224
C 4.30243 -2.80200 -2.68957
C 3.82888 -1.63580 -3.28283
C 4.72351 -0.93428 -4.29227
C 2.59623 -1.14839 -2.95050
H 0.61089 -5.34313 2.07134
H -0.27667 -4.78414 3.44841
H -1.05997 -5.03616 1.81240
H 1.03915 -3.01515 2.69301
H 0.90633 -3.43892 1.03055
H -0.32220 -1.26720 2.52593
H -2.25740 -2.16208 -1.20652
H -2.29423 -3.18884 0.27892
H -2.93546 -4.78105 -1.04397
H -0.33810 -4.59029 -3.24189
H -2.21362 -0.20996 1.90644
H -3.91191 -2.15626 0.81473
H -3.90116 -1.03646 -0.51317
H -5.75982 -1.11857 1.34085
H -6.70597 0.69877 0.49682
H -5.26030 1.66236 0.60919
H -5.40177 0.49894 -0.78325
H -2.79279 0.97474 -0.77903
H -3.14778 1.50161 0.85685
H -0.67945 1.18837 1.53166
H -0.37614 3.68527 0.45736
H -2.03048 3.34635 -0.08794
H -2.36244 2.61792 4.31551
H -0.76191 2.28363 4.91153
H -1.41989 3.95080 4.97634
H 0.08995 5.00871 3.92519
H 0.01354 5.02077 2.17226
H 1.24321 4.03715 2.96382
H -0.84678 0.80865 -1.32251
H 1.30070 2.39287 -0.16430
H 0.35828 2.53814 -1.62838
H 1.61911 1.35427 -1.54207
H 1.68905 -1.61759 0.81786
H 1.07647 -0.13348 1.65152
H 3.43178 2.15646 0.55885
H 2.14380 1.74626 1.73387
H 3.80781 1.15613 2.02425
H 4.50097 0.25620 -0.24270
H 0.53230 -0.17466 -2.39320
H -0.41180 -1.49716 -2.19894
H 1.68658 -3.43027 -0.70597
H 3.79087 -4.35252 -1.29665
H 5.27913 -3.18474 -2.97045
H 4.14867 -0.27287 -4.94618
H 5.39450 -0.28650 -3.70747
H 5.34964 -1.65257 -4.82356
H 2.26106 -0.23191 -3.44537
Cl -4.84811 1.80501 -3.58550
C -6.30299 1.17327 -4.40203
C -7.01999 0.15261 -3.55483
Cl -6.08208 -1.35431 -3.37906
H -5.99658 0.75965 -5.35967
H -6.95741 2.02268 -4.59072
H -7.96653 -0.11349 -4.02252
H -7.22655 0.53702 -2.55828
Cl 6.97268 2.42126 1.65345
C 7.74301 2.03058 3.21616
C 7.08413 0.85541 3.89157
Cl 5.43675 1.24441 4.45242
H 7.70930 2.92063 3.83982
H 8.78573 1.79742 3.00652
H 7.65750 0.56303 4.76984
H 7.01976 -0.00156 3.22505
Cl -0.71517 2.11290 -6.17222
C -0.39198 3.03967 -4.69002
C 1.06475 3.40921 -4.55288
Cl 2.09582 1.98316 -4.24852
H -0.73507 2.44616 -3.84304
H -0.99681 3.94421 -4.74189
H 1.19793 4.08327 -3.70654
H 1.43650 3.90677 -5.44514
Cl 5.71162 5.37188 -4.11093
C 6.79331 3.97114 -3.89862
C 6.02824 2.67597 -3.80872
Cl 5.08141 2.56102 -2.30137
H 7.39548 4.14215 -3.00935
H 7.45560 3.94675 -4.76264
H 6.72124 1.83582 -3.81321
H 5.34246 2.55780 -4.64534
Cl -0.34948 3.37733 7.42955
C -1.96541 3.73555 8.09863
C -1.88625 4.44343 9.42774
Cl -1.25700 3.38537 10.71294
H -2.51084 2.79799 8.17782
H -2.47585 4.36916 7.37323
H -2.88265 4.75897 9.73411
H -1.24953 5.32345 9.37304
Cl -5.78188 -8.50841 -3.46023
C -4.09237 -8.27190 -2.94667
C -3.93539 -8.35521 -1.45004
Cl -4.69797 -6.97464 -0.61762
H -3.75578 -7.31048 -3.32832
H -3.50357 -9.05589 -3.42077
H -2.87784 -8.33724 -1.18981
H -4.37052 -9.26827 -1.05112
*
```

Results
Frontier orbital gap: 8.71 eV
E_LUMO: -2.105 eV

Results of the Löwdin charge analysis, in e, for atoms 1 through 5: number 1, C, carries -0.18; number 2, C, carries -0.29; number 3, C, carries -0.50; number 4, Br, carries 0.84; number 5, C, carries -0.24


Result set for calculated total energy: -2113.44721 -10767.12436 Ha, one per record in the order listed.
Result set for HOMO energy: -11.3 -10.8 eV, one per record in the order listed.